The following is a quantum chemistry calculation of a 5-piece molecular cluster, C28H29F4NO2S overall in a non-equilibrium geometry, from the Open Molecules 2025 dataset.

Last columns: bonded neighbours and bond lengths (Å).
Positions of all 65 atoms, in Å:
1 C -3.109 1.508 0.238  C19 1.391, H41 1.084, C51 1.386
2 C -4.396 -3.461 -3.267  H10 1.085, C14 1.391, C28 1.393
3 H -4.745 -0.605 2.244  C25 1.085
4 H 6.502 2.228 -2.910  C57 1.155
5 H 7.953 2.486 2.397  C15 1.084
6 H 3.155 1.323 2.821  C39 1.085
7 H 4.497 0.810 -1.055  C59 1.146
8 C -7.978 0.424 2.261  H20 1.084, C24 1.392, C55 1.386
9 C 6.483 1.359 3.506  C15 1.391, C27 1.393, H58 1.085
10 H -4.874 -3.915 -4.129  C2 1.085
11 C -4.082 -3.320 -0.895  C12 1.386, C14 1.386, F52 1.343
12 C -3.178 -2.283 -1.056  C11 1.386, H16 1.084, C56 1.391
13 C -7.838 -1.961 1.916  C34 1.391, H45 1.084, C55 1.385
14 C -4.693 -3.916 -1.987  C2 1.391, C11 1.386, H40 1.084
15 C 6.906 2.228 2.505  H5 1.084, C9 1.391, C49 1.386
16 H -2.719 -1.831 -0.184  C12 1.084
17 H 0.153 0.151 1.821  C50 1.085
18 H 8.192 -0.260 -3.509  N60 1.038
19 C -2.081 1.043 -0.577  C1 1.391, H47 1.084, C63 1.392
20 H -8.587 1.314 2.363  C8 1.084
21 H 6.280 -0.369 -1.192  C54 1.142
22 H 3.918 2.899 1.052  C29 1.084
23 H 3.127 -1.658 -1.564  S43 1.401
24 C -6.590 0.495 2.335  C8 1.392, C25 1.393, H53 1.083
25 C -5.828 -0.662 2.191  H3 1.085, C24 1.393, C34 1.392
26 C -1.782 1.011 2.194  H33 1.084, C50 1.391, C51 1.386
27 C 5.133 1.034 3.618  C9 1.393, C39 1.392, H64 1.085
28 C -3.484 -2.423 -3.441  C2 1.393, C56 1.392, H61 1.085
29 C 4.627 2.458 1.742  H22 1.084, C39 1.391, C49 1.386
30 H 6.850 -1.287 -3.378  N60 1.029
31 F -9.926 -0.873 1.989  C55 1.343
32 F 6.380 3.612 0.672  C49 1.343
33 H -1.680 1.011 3.273  C26 1.084
34 C -6.451 -1.889 1.979  C13 1.391, C25 1.392, H48 1.084
35 O 3.364 1.739 -2.686  C59 1.451, C62 1.415
36 H 5.672 0.890 -3.854  C57 1.139
37 H 4.783 2.583 -1.404  C59 1.156
38 H -0.109 0.189 -0.641  C63 1.085
39 C 4.206 1.581 2.736  H6 1.085, C27 1.392, C29 1.391
40 H -5.393 -4.728 -1.832  C14 1.084
41 H -4.031 1.884 -0.188  C1 1.084
42 O 2.324 0.246 -4.053  C62 1.262
43 S 2.155 -0.650 -1.530  H23 1.401, C62 1.851
44 H -2.160 -1.030 -2.474  C56 1.084
45 H -8.340 -2.909 1.761  C13 1.084
46 F -3.935 1.947 2.402  C51 1.344
47 H -2.194 1.062 -1.655  C19 1.084
48 H -5.856 -2.787 1.863  C34 1.084
49 C 5.973 2.770 1.635  C15 1.386, C29 1.386, F32 1.343
50 C -0.759 0.535 1.378  H17 1.085, C26 1.391, C63 1.393
51 C -2.946 1.490 1.615  C1 1.386, C26 1.386, F46 1.344
52 F -4.371 -3.757 0.342  C11 1.343
53 H -6.105 1.448 2.504  C24 1.083
54 C 6.862 0.243 -1.962  H21 1.142, C57 1.630, N60 1.508, H65 1.153
55 C -8.587 -0.804 2.055  C8 1.386, C13 1.385, F31 1.343
56 C -2.873 -1.835 -2.337  C12 1.391, C28 1.392, H44 1.084
57 C 5.893 1.253 -2.797  H4 1.155, H36 1.139, C54 1.630, C59 1.613
58 H 7.203 0.936 4.197  C9 1.085
59 C 4.580 1.565 -1.913  H7 1.146, O35 1.451, H37 1.156, C57 1.613
60 N 7.557 -0.754 -2.855  H18 1.038, H30 1.029, C54 1.508
61 H -3.250 -2.071 -4.441  C28 1.085
62 C 2.663 0.523 -2.869  O35 1.415, O42 1.262, S43 1.851
63 C -0.909 0.556 -0.006  C19 1.392, H38 1.085, C50 1.393
64 H 4.804 0.353 4.396  C27 1.085
65 H 7.639 0.848 -1.363  C54 1.153

Its spin multiplicity is 1. Its structure (SMILES) is NCCCOC(=O)S.Fc1ccccc1.Fc1ccccc1.Fc1ccccc1.Fc1ccccc1. The value obtained for the HOMO-LUMO gap is 8.934 eV.

natural (NBO) atomic charges, in units of e:
1 C -0.24
2 C -0.19
3 H 0.21
4 H 0.22
5 H 0.23
6 H 0.22
7 H 0.20
8 C -0.29
9 C -0.19
10 H 0.22
11 C 0.40
12 C -0.29
13 C -0.29
14 C -0.28
15 C -0.29
16 H 0.23
17 H 0.22
18 H 0.36
19 C -0.21
20 H 0.23
21 H 0.18
22 H 0.23
23 H 0.18
24 C -0.20
25 C -0.23
26 C -0.29
27 C -0.23
28 C -0.23
29 C -0.29
30 H 0.35
31 F -0.32
32 F -0.32
33 H 0.23
34 C -0.20
35 O -0.51
36 H 0.23
37 H 0.21
38 H 0.22
39 C -0.19
40 H 0.23
41 H 0.23
42 O -0.52
43 S -0.11
44 H 0.21
45 H 0.23
46 F -0.33
47 H 0.22
48 H 0.23
49 C 0.39
50 C -0.19
51 C 0.38
52 F -0.33
53 H 0.23
54 C -0.22
55 C 0.40
56 C -0.18
57 C -0.47
58 H 0.22
59 C -0.10
60 N -0.84
61 H 0.22
62 C 0.64
63 C -0.24
64 H 0.22
65 H 0.20